(1)
Formula: C8H7N2
Source: the Open Molecules 2025 dataset
Level of theory: the ωB97M-V functional and the def2-TZVPD basis

Geometry as XYZ:
```
17
Properties=species:S:1:pos:R:3:nbo_charge:R:1
C 0.77866 0.52922 -2.46315 -0.14
C 1.69543 1.07281 -1.73910 0.38
C -1.15303 -0.70164 -0.46548 -0.02
C -0.25457 -0.17727 -2.67492 0.47
C -0.46246 -0.29454 0.67393 0.14
C 2.23169 1.32565 -0.57154 -0.38
C 1.70694 0.90404 0.72322 0.13
C -1.26925 -0.65256 1.92883 -0.61
N 0.65706 0.30260 1.10992 -0.36
N -1.11631 -0.72859 -1.86371 -0.53
H -2.07343 -1.20053 -0.17869 0.23
H 3.14736 1.89173 -0.49619 0.31
H 2.37692 1.18493 1.53003 0.23
H -1.95633 0.15853 2.16173 0.23
H -1.83773 -1.56878 1.81598 0.22
H -0.59342 -0.77085 2.76869 0.25
H -1.87752 -1.27475 -2.25955 0.46
```

Calculated values
Energy above the lowest of the compared OMol25 structures with the same formula, charge and spin: 143.1 kcal/mol
Frontier orbital gap (alpha / beta): 5.41 / 5.23 eV
Total charge: +1
E_LUMO (alpha / beta): -7.82 / -7.99 eV


(2)
Formula: C8H7N3O
Source: the Open Molecules 2025 dataset
Level of theory: the ωB97M-V functional and the def2-TZVPD basis

Geometry as XYZ:
```
19
Properties=species:S:1:pos:R:3:nbo_charge:R:1
C 2.55212 1.91897 -1.11988 -0.31
C 1.44365 2.24017 -0.32856 -0.24
C -2.55434 -2.07312 0.95949 -0.33
C -1.36875 -2.50595 0.33086 -0.01
C 2.47003 0.57464 -1.41242 -0.04
C -2.36946 -0.73477 1.15972 0.00
C 0.72091 1.07421 -0.17142 -0.02
C -0.59873 0.87105 0.67767 0.70
N -0.53600 -1.51030 0.15364 -0.30
N 1.35985 0.07582 -0.83515 -0.50
N -1.13876 -0.42158 0.66018 -0.24
O -1.14399 1.76338 1.27217 -0.54
H 3.32253 2.59214 -1.43376 0.22
H 1.19030 3.19583 0.08260 0.23
H -3.40847 -2.66385 1.21704 0.24
H -1.10392 -3.49401 0.01057 0.21
H 3.12855 -0.04631 -1.98690 0.21
H -2.98969 0.02389 1.59134 0.25
H 1.02415 -0.88022 -0.82719 0.46
```

Calculated values
Energy above the lowest of the compared OMol25 structures with the same formula, charge and spin: 28.7 kcal/mol
SMILES string: O=C(c1ccc[nH]1)n1cccn1
Frontier orbital gap: 8.82 eV
E_LUMO: 0.27 eV


(3)
Formula: C8H7N4Se
Source: the Open Molecules 2025 dataset
Level of theory: the ωB97M-V functional and the def2-TZVPD basis

Geometry as XYZ:
```
20
Properties=species:S:1:pos:R:3:nbo_charge:R:1
C 0.03091 0.79310 2.28582 -0.26
C 0.81383 0.06304 1.40694 -0.22
C -1.20112 1.27323 1.86600 -0.21
C 0.37582 -0.19048 0.12137 -0.20
C -1.63793 1.02420 0.58274 -0.25
C -0.85586 0.28795 -0.30511 -0.22
C -0.56630 -1.05474 -4.51661 0.12
C 0.17541 -0.92065 -3.28039 -0.36
N -0.17895 -1.56780 -5.68171 -0.37
N -1.83792 -0.63780 -4.57465 -0.38
N -1.25604 -1.44975 -6.46185 -0.16
N -2.22610 -0.90558 -5.81226 -0.15
Se -1.60136 -0.00982 -2.03944 0.25
H 0.37584 0.98819 3.29212 0.20
H 1.77548 -0.30850 1.73246 0.20
H -1.82134 1.84822 2.54067 0.20
H 0.98819 -0.76383 -0.55967 0.20
H -2.59436 1.40122 0.24627 0.21
H 0.43611 -1.84219 -2.76856 0.20
H 0.94722 -0.16141 -3.23806 0.20
```

Calculated values
Energy above the lowest of the compared OMol25 structures with the same formula, charge and spin: 0.0 kcal/mol
SMILES string: c1ccc([Se]Cc2nn[n-]n2)cc1
Frontier orbital gap: 7.79 eV
Total charge: -1
E_LUMO: 3.05 eV


(4)
Formula: C8H7NO6Rh
Source: the Open Molecules 2025 dataset
Level of theory: the ωB97M-V functional and the def2-TZVPD basis

Geometry as XYZ:
```
23
Properties=species:S:1:pos:R:3:lowdin_spin:R:1
O 1.20425 -3.90994 2.34317 0.01
C 1.19378 -3.19732 1.46028 0.11
Rh 1.16710 -1.37952 -0.79189 1.94
O 2.64273 -3.40116 -2.55420 0.08
C 2.08859 -2.66732 -1.86055 0.11
C 1.15001 -0.22689 -2.21979 0.12
O 1.13920 0.50046 -3.12088 0.07
C 2.84010 -0.64351 -0.23617 0.11
O 3.84609 -0.15952 0.04763 0.04
C -0.50649 -2.09696 -1.37001 0.12
O -1.51396 -2.48783 -1.76852 0.05
C -0.70415 1.73187 2.10534 0.08
N -1.22847 1.53283 0.76333 0.44
C -2.31369 2.35803 0.26163 0.10
C -0.68824 0.59160 -0.05807 0.06
O 0.24405 -0.11739 0.31731 0.38
H -1.23513 2.54755 2.63951 0.00
H 0.37162 2.00583 2.04909 0.04
H -0.81400 0.79878 2.69663 0.04
H -1.97676 2.91395 -0.64030 0.04
H -3.17942 1.71735 -0.01012 0.04
H -2.65350 3.10035 1.01411 0.00
H -1.07371 0.48875 -1.06752 0.00
```

Calculated values
Spin multiplicity: 5
Frontier orbital gap (alpha / beta): 6.83 / 6.85 eV
Total charge: +3
<S²>: 6.026
E_LUMO (alpha / beta): -12.76 / -17.32 eV


(5)
Formula: C8H7NS
Source: the Open Molecules 2025 dataset
Level of theory: the ωB97M-V functional and the def2-TZVPD basis

Geometry as XYZ:
```
17
Properties=species:S:1:pos:R:3:nbo_charge:R:1
C 0.32813 -0.03161 -2.39343 0.35
C -0.40554 1.39171 -0.40612 -0.20
C -0.43978 0.70342 0.91928 -0.05
C -1.52659 0.37162 1.53413 -0.22
C -1.47160 -0.36565 2.72938 -0.18
C -0.27165 -0.68531 3.27421 -0.22
C 0.94801 -0.37003 2.61835 -0.20
C 0.86414 0.30738 1.40257 -0.19
H -1.23650 1.77421 -0.43711 0.20
H 0.16373 2.47112 -0.55739 0.22
H -2.39838 0.36335 1.19181 0.20
H -2.47110 -0.83545 3.26429 0.22
H -0.30952 -1.32444 4.18706 0.22
H 1.90048 -0.63731 3.12561 0.22
H 1.85875 0.43205 0.85362 0.23
N 0.02893 0.56876 -1.49207 -0.40
S 0.88371 -0.88462 -3.70335 -0.20
```

Calculated values
Energy above the lowest of the compared OMol25 structures with the same formula, charge and spin: 39.7 kcal/mol
SMILES string: S=C=NCc1ccccc1
Frontier orbital gap: 9.40 eV
E_LUMO: 0.59 eV


(6)
Formula: C8H7O3S
Source: the Open Molecules 2025 dataset
Level of theory: the ωB97M-V functional and the def2-TZVPD basis

Geometry as XYZ:
```
19
Properties=species:S:1:pos:R:3:nbo_charge:R:1
C -2.90123 -0.31824 0.33516 -0.28
C -2.21484 -0.28127 -0.95119 -0.46
C -2.26976 -1.05097 1.29370 -0.51
C -1.19310 -1.21312 -0.96961 -0.49
C 3.39608 -1.10413 -0.20980 0.78
C 1.56803 0.97773 0.17281 -0.02
C 1.86457 -0.42174 -0.17987 0.44
C 0.49189 1.82447 -0.49980 -0.68
O 3.82359 -0.79496 0.86316 -0.61
O 3.76411 -1.67948 -1.18204 -0.63
O 1.13709 -0.20103 0.88255 -0.36
S -0.98460 -1.95322 0.57217 0.33
H -3.84445 0.12556 0.57553 0.19
H -2.85729 0.00129 -1.84022 0.20
H -2.50857 -1.41223 2.27357 0.21
H 2.13666 1.64352 0.81286 0.19
H 1.02093 2.33775 -1.21217 0.21
H -0.10146 2.33576 0.28848 0.22
H -0.32765 1.18431 -1.02525 0.28
```

Calculated values
Energy above the lowest of the compared OMol25 structures with the same formula, charge and spin: 142.3 kcal/mol
Frontier orbital gap (alpha / beta): 5.61 / 5.61 eV
Total charge: -1
E_LUMO (alpha / beta): 2.15 / 2.14 eV


(7)
Formula: C8H7P
Source: the Open Molecules 2025 dataset
Level of theory: the ωB97M-V functional and the def2-TZVPD basis

Geometry as XYZ:
```
16
Properties=species:S:1:pos:R:3:nbo_charge:R:1
C 0.39035 2.68427 -0.35512 -0.08
C 2.69730 -1.22321 -1.99925 -0.08
C -2.36577 -1.03835 -0.00967 -0.25
C 0.97491 1.72773 0.03733 -0.41
C 2.31732 -0.58285 -1.04737 -0.43
C -1.15445 -1.10739 -0.11452 -0.16
C 2.69965 0.42852 1.60124 -0.79
C -3.78792 -1.13219 0.10313 -0.67
P 1.60968 0.15803 0.33753 1.21
H -0.21131 3.50483 -0.48445 0.23
H 3.35706 -1.34685 -2.87380 0.25
H 3.30194 -0.29847 2.17252 0.24
H 2.60901 1.33836 2.27772 0.25
H -3.91366 -0.98461 1.10633 0.23
H -4.17297 -0.18001 -0.46608 0.22
H -4.35114 -1.94782 -0.28554 0.23
```

Calculated values
Energy above the lowest of the compared OMol25 structures with the same formula, charge and spin: 219.9 kcal/mol
Frontier orbital gap (alpha / beta): 6.25 / 7.55 eV
E_LUMO (alpha / beta): -1.84 / -1.12 eV


(8)
Formula: C8H8
Source: the Open Molecules 2025 dataset
Level of theory: the ωB97M-V functional and the def2-TZVPD basis

Geometry as XYZ:
```
16
Properties=species:S:1:pos:R:3:nbo_charge:R:1
C 2.47952 0.11282 -0.02046 -0.37
C 1.20007 -0.30529 0.01782 -0.07
C 0.68268 -1.68306 0.03374 -0.19
C -0.67591 -1.64494 -0.02389 -0.18
C -1.20473 -0.25455 0.00129 -0.06
C -2.48611 0.09003 0.00197 -0.36
C 0.01740 0.59663 0.06581 -0.06
C 0.02213 1.94781 0.01819 -0.33
H 3.35815 -0.54594 -0.06683 0.21
H 2.66881 1.19221 -0.04878 0.19
H 1.32535 -2.57585 0.12098 0.22
H -1.30420 -2.50730 -0.00759 0.21
H -2.72685 1.16742 -0.04274 0.19
H -3.28307 -0.59130 -0.04959 0.20
H -0.95684 2.43131 0.06685 0.19
H 0.88360 2.57002 -0.06677 0.20
```

Calculated values
Energy above the lowest of the compared OMol25 structures with the same formula, charge and spin: 33.6 kcal/mol
SMILES string: C=C1C=CC(=C)C1=C
Frontier orbital gap: 8.51 eV
E_LUMO: 0.55 eV


Number 1: maximum force 0.0814 hartree/bohr. Number 2: maximum force 0.0688 hartree/bohr. Number 3: maximum force 0.0572 hartree/bohr. Number 4: maximum force 0.2179 hartree/bohr. Number 5: maximum force 0.1992 hartree/bohr. Number 6: maximum force 0.0910 hartree/bohr. Number 7: maximum force 0.0845 hartree/bohr. Number 8: maximum force 0.0427 hartree/bohr.